{"formula": "C30H45N14PS", "method": "ωB97M-V/def2-TZVPD", "max_force_ev_per_a": 6.75, "lumo_ev": 0.33, "homo_lumo_gap_ev": 8.99, "charge": 0, "homo_energy_ev": -8.66, "e_above_lowest_kj_mol": 0.0, "species": ["C", "C", "C", "C", "N", "C", "C", "N", "P", "S", "H", "H", "H", "H", "H", "H", "H", "H", "H", "C", "C", "N", "H", "H", "H", "C", "C", "N", "H", "H", "H", "C", "C", "N", "H", "H", "H", "C", "C", "N", "H", "H", "H", "C", "C", "N", "H", "H", "H", "C", "C", "N", "H", "H", "H", "C", "C", "N", "H", "H", "H", "C", "C", "N", "H", "H", "H", "C", "C", "N", "H", "H", "H", "C", "C", "N", "H", "H", "H", "C", "C", "N", "H", "H", "H", "C", "C", "N", "H", "H", "H"], "positions_angstrom": [[5.2589, -0.4690, -1.2076], [3.7904, -0.8511, -0.8121], [2.6884, -0.0982, -1.6577], [3.2915, 0.1377, -3.0525], [3.6261, 0.3619, -4.1288], [1.3873, -0.9291, -1.8923], [0.5746, -1.0149, -0.6091], [-0.2997, -1.1485, 0.1413], [2.4262, 1.6195, -0.9325], [1.1556, 2.6264, -2.0355], [5.9786, -0.8405, -0.4441], [5.3460, 0.6284, -1.3379], [5.5047, -1.0282, -2.1359], [3.7066, -1.9532, -0.9362], [3.5884, -0.6080, 0.2599], [0.8184, -0.5045, -2.7421], [1.6741, -1.9704, -2.1500], [3.7078, 2.2477, -0.9923], [2.0716, 1.6171, 0.4422], [3.3143, 6.0440, -2.4889], [4.4595, 5.1385, -2.2527], [5.3513, 4.4370, -2.0693], [2.8383, 6.2922, -1.5417], [3.6626, 6.9601, -2.9649], [2.5838, 5.5609, -3.1358], [2.9835, -2.2805, -6.5757], [2.0977, -3.3781, -6.1503], [1.4057, -4.2333, -5.8175], [3.2435, -1.6617, -5.7178], [3.8955, -2.6880, -7.0092], [2.4797, -1.6651, -7.3202], [-3.3381, 0.2865, 3.2280], [-2.3741, -0.0423, 2.1601], [-1.6159, -0.3300, 1.3310], [-4.1689, 0.8567, 2.8145], [-3.7229, -0.6304, 3.6754], [-2.8481, 0.8801, 3.9985], [-0.7179, -3.7784, 2.2017], [-1.5603, -4.4060, 3.2364], [-2.2184, -4.8918, 4.0439], [-0.7828, -4.3470, 1.2755], [-1.0550, -2.7601, 2.0166], [0.3194, -3.7546, 2.5326], [-2.5591, 1.2324, -1.4005], [-3.8688, 1.7610, -1.8233], [-4.8907, 2.1723, -2.1520], [-1.8441, 2.0483, -1.2963], [-2.6573, 0.7248, -0.4445], [-2.1869, 0.5271, -2.1422], [-7.4233, 1.3648, 3.6785], [-6.5106, 2.1035, 4.5702], [-5.7930, 2.6770, 5.2623], [-7.2516, 0.2931, 3.7808], [-8.4564, 1.5858, 3.9411], [-7.2502, 1.6565, 2.6476], [1.1508, 7.0842, 1.5850], [1.2692, 5.7219, 1.0346], [1.3592, 4.6592, 0.6062], [1.4910, 7.8116, 0.8493], [0.1119, 7.2916, 1.8367], [1.7600, 7.1738, 2.4830], [7.0719, -3.3384, -5.6646], [5.9929, -2.8326, -4.7968], [5.1492, -2.4332, -4.1261], [7.0837, -4.4273, -5.6433], [6.9108, -3.0072, -6.6807], [8.0331, -2.9648, -5.3162], [8.2995, -0.1193, -8.5839], [8.2885, -1.5759, -8.3629], [8.2780, -2.7123, -8.1897], [7.9059, 0.3909, -7.7057], [9.3186, 0.2184, -8.7658], [7.6825, 0.1277, -9.4464], [-8.6203, -1.3405, 0.2512], [-8.3994, 0.0830, 0.5599], [-8.2270, 1.1933, 0.7994], [-7.9077, -1.6690, -0.5037], [-8.4878, -1.9388, 1.1517], [-9.6315, -1.4836, -0.1264], [-4.9179, -0.8968, 7.1700], [-6.1100, -1.3578, 6.4381], [-7.0400, -1.7184, 5.8670], [-4.0198, -1.3091, 6.7103], [-4.8642, 0.1914, 7.1420], [-4.9588, -1.2135, 8.2097], [-3.8216, -3.4092, 10.4546], [-4.1282, -1.9718, 10.5670], [-4.3679, -0.8485, 10.6653], [-4.6702, -3.9351, 10.0192], [-2.9491, -3.5525, 9.8188], [-3.6152, -3.8207, 11.4413]], "forces_ev_per_angstrom": [[-0.46, -0.52, 0.14], [0.24, -0.02, 0.43], [1.90, -0.64, -1.07], [-1.12, 0.26, 1.15], [0.06, -0.13, 0.21], [0.31, 0.17, 1.27], [-0.60, 0.33, -1.88], [4.75, -3.58, -3.18], [-0.74, 1.33, -1.46], [0.09, -0.37, 0.15], [-0.58, 0.47, -0.32], [0.27, -0.69, 0.00], [-0.14, 0.76, 0.40], [-0.27, 0.70, 0.08], [0.20, -0.33, -0.65], [-0.01, -0.10, 0.81], [-0.06, 0.65, 0.05], [-0.25, -0.67, 0.33], [0.35, -0.62, -0.27], [0.41, -0.25, 0.02], [-0.41, 0.22, -0.06], [-0.19, 0.09, 0.01], [0.01, -0.10, -0.01], [0.04, -0.04, 0.02], [0.04, -0.08, 0.07], [-0.30, -0.20, 0.11], [0.19, 0.20, -0.09], [0.12, 0.16, -0.03], [0.02, -0.02, -0.03], [-0.03, -0.02, 0.03], [-0.03, -0.05, 0.02], [0.26, -0.17, -0.24], [-0.01, -0.28, 0.22], [-4.33, 3.51, 3.73], [0.04, 0.01, 0.01], [0.01, 0.02, -0.04], [-0.03, 0.02, -0.04], [-0.28, -0.16, 0.33], [0.19, 0.09, -0.20], [0.11, 0.13, -0.12], [-0.02, 0.02, 0.03], [0.03, -0.01, -0.06], [-0.04, -0.01, 0.01], [-0.44, 0.25, -0.15], [0.27, -0.10, 0.03], [0.17, -0.09, 0.06], [0.01, -0.05, -0.03], [0.04, -0.01, -0.06], [-0.01, 0.03, 0.01], [0.42, 0.25, 0.42], [-0.21, -0.22, -0.09], [-0.05, -0.17, -0.13], [-0.01, 0.03, 0.08], [0.03, 0.01, -0.02], [-0.01, 0.08, 0.08], [0.01, -0.37, -0.16], [-0.05, 0.26, 0.10], [0.12, 0.23, 0.29], [-0.01, -0.02, 0.02], [0.03, -0.02, -0.02], [-0.01, -0.02, -0.03], [-0.58, 0.05, 0.67], [0.28, -0.17, -0.05], [0.17, -0.20, -0.06], [-0.01, 0.03, 0.01], [-0.08, -0.06, 0.08], [-0.03, 0.02, -0.04], [-0.01, -0.38, 0.08], [0.08, 0.26, -0.17], [0.25, 0.41, -0.44], [0.00, -0.03, -0.02], [-0.02, -0.04, 0.01], [0.01, -0.03, 0.02], [0.07, 0.37, 0.09], [-0.06, -0.26, -0.14], [-0.14, -0.30, -0.27], [-0.01, 0.04, 0.02], [0.00, 0.03, -0.01], [0.03, 0.03, 0.01], [-0.25, -0.06, -0.24], [0.24, 0.10, 0.16], [0.17, 0.10, 0.03], [-0.05, -0.01, -0.02], [-0.05, -0.02, -0.02], [-0.09, 0.04, -0.05], [-0.08, 0.39, 0.00], [-0.01, 0.12, 0.15], [0.14, -0.65, -0.10], [0.02, 0.03, 0.01], [-0.03, 0.02, 0.02], [-0.01, 0.04, -0.02]], "lowdin_charge": [-0.106, -0.233, -0.588, -0.271, 0.190, -0.141, -0.135, 0.082, 0.434, 0.117, 0.082, 0.065, 0.039, 0.118, 0.104, 0.118, 0.132, -0.014, -0.002, -0.068, -0.276, 0.118, 0.056, 0.078, 0.069, -0.083, -0.281, 0.113, 0.021, 0.068, 0.080, -0.048, -0.171, 0.074, 0.073, 0.077, 0.084, -0.077, -0.283, 0.108, 0.082, 0.031, 0.081, -0.080, -0.279, 0.110, 0.048, 0.031, 0.077, -0.090, -0.283, 0.114, 0.059, 0.086, 0.023, -0.061, -0.261, 0.131, 0.077, 0.083, 0.082, -0.075, -0.234, 0.150, 0.089, 0.015, 0.084, -0.053, -0.241, 0.134, 0.085, 0.083, 0.084, -0.057, -0.244, 0.139, 0.083, 0.082, 0.082, -0.062, -0.272, 0.121, 0.079, 0.077, 0.033, -0.063, -0.280, 0.133, 0.083, 0.082, 0.081]}

{"formula": "C30H45N6O3PtS2Si2Te", "method": "ωB97M-V/def2-TZVPD", "max_force_ev_per_a": 2.98, "lumo_ev": -3.53, "homo_lumo_gap_ev": 6.22, "charge": 1, "homo_energy_ev": -9.74, "species": ["Pt", "O", "S", "O", "N", "C", "C", "C", "C", "C", "C", "C", "C", "N", "C", "C", "C", "C", "C", "C", "C", "H", "H", "H", "H", "H", "H", "H", "H", "H", "H", "H", "N", "C", "N", "O", "H", "H", "H", "H", "C", "C", "C", "C", "N", "C", "S", "N", "C", "H", "H", "H", "H", "H", "H", "H", "H", "C", "Si", "C", "C", "C", "Te", "C", "Si", "C", "C", "C", "H", "H", "H", "H", "H", "H", "H", "H", "H", "H", "H", "H", "H", "H", "H", "H", "H", "H", "H", "H", "H", "H"], "positions_angstrom": [[-0.2485, 0.2342, 0.6590], [1.1311, -1.9999, 4.3899], [0.1923, -1.1435, 3.7287], [0.4394, 0.2801, 3.9023], [0.1059, -1.4043, 2.1237], [-0.0042, -2.6645, 1.6369], [-0.0662, -3.8158, 2.4153], [-0.0998, -5.0775, 1.8275], [-0.0770, -5.2426, 0.4649], [-0.0514, -4.1093, -0.3694], [-0.0229, -4.1859, -1.7776], [-0.0303, -3.0363, -2.5240], [-0.0961, -1.8012, -1.8655], [-0.1052, -1.7021, -0.5544], [-0.0543, -2.8114, 0.2101], [-1.4529, -1.4643, 4.3639], [-2.5230, -1.4968, 3.4892], [-3.7942, -1.7321, 3.9864], [-3.9750, -1.9424, 5.3438], [-2.8948, -1.9153, 6.2114], [-1.6235, -1.6559, 5.7226], [-0.0568, -3.7372, 3.4890], [-0.1381, -5.9410, 2.4700], [-0.0916, -6.2252, 0.0187], [0.0106, -5.1581, -2.2488], [0.0059, -3.0654, -3.6034], [-0.1479, -0.8786, -2.4309], [-2.3542, -1.3311, 2.4324], [-4.6360, -1.7615, 3.3134], [-4.9619, -2.1380, 5.7298], [-3.0411, -2.0975, 7.2646], [-0.7631, -1.6171, 6.3735], [2.3783, 0.6336, -2.3045], [2.8360, 0.7171, -1.0388], [4.1180, 0.3445, -0.8110], [2.1258, 1.1474, -0.1237], [2.9665, 0.3435, -3.0659], [1.5157, 1.1420, -2.5038], [4.6752, -0.1166, -1.5086], [4.4309, 0.3049, 0.1441], [-2.0568, 6.1336, -2.1167], [-1.1818, 4.9449, -2.2819], [0.0010, 4.9518, -2.9612], [0.7275, 3.7356, -3.0828], [0.2966, 2.6197, -2.5302], [-0.8339, 2.6110, -1.8314], [-1.5240, 1.2406, -1.1135], [-1.5903, 3.7755, -1.7370], [2.0083, 3.7333, -3.8414], [-1.4757, 7.0490, -2.1878], [-2.5755, 6.1102, -1.1605], [-2.8060, 6.1499, -2.9098], [0.3774, 5.8546, -3.4086], [-2.4672, 3.7214, -1.2386], [2.5699, 4.6384, -3.6179], [1.8006, 3.7409, -4.9117], [2.6068, 2.8611, -3.6013], [-2.5071, 4.7054, 3.0559], [-1.8212, 3.3384, 4.2075], [-2.8446, 1.7520, 4.0016], [-1.8221, 3.9520, 6.0202], [0.0404, 3.0581, 3.8430], [0.9006, 2.0230, 2.1785], [0.5881, 3.7260, 0.9061], [2.0770, 4.9056, 0.9956], [1.5103, 6.5989, 0.3129], [2.7610, 5.0047, 2.7667], [3.3980, 4.1777, -0.1636], [-3.4510, 5.0783, 3.4384], [-2.6850, 4.3279, 2.0531], [-1.8280, 5.5490, 2.9867], [-3.9059, 1.9430, 4.1297], [-2.5440, 1.0173, 4.7409], [-2.6906, 1.3151, 3.0173], [-2.8284, 4.1120, 6.3940], [-1.2810, 4.8883, 6.1284], [-1.3454, 3.2260, 6.6734], [0.4398, 2.5118, 4.6939], [0.5146, 4.0376, 3.8183], [-0.3535, 4.2068, 1.1489], [0.5470, 3.3402, -0.1026], [0.7716, 7.0853, 0.9404], [1.0772, 6.4880, -0.6762], [2.3551, 7.2721, 0.2250], [2.0993, 5.5471, 3.4344], [3.7240, 5.5039, 2.7961], [2.8870, 3.9968, 3.1616], [3.0177, 4.0707, -1.1739], [3.6768, 3.1884, 0.1826], [4.2957, 4.7848, -0.2031]], "forces_ev_per_angstrom": [[0.25, -2.78, 0.44], [-0.14, -0.24, -0.01], [-0.14, 0.35, -0.14], [-0.31, -0.40, 0.25], [0.03, 2.97, 0.18], [-0.08, -1.56, -0.53], [0.02, 0.60, -0.26], [-0.06, -0.32, -0.62], [0.00, -0.03, 0.30], [-0.01, 0.34, 0.08], [0.00, 0.27, -0.04], [0.06, -0.27, 0.12], [0.02, 0.13, -0.03], [-0.51, 1.63, 0.15], [0.04, -0.85, 0.76], [0.46, -0.02, -0.39], [-0.06, -0.05, -0.19], [0.10, -0.01, 0.01], [-0.04, -0.04, -0.03], [0.14, 0.14, -0.02], [0.12, -0.12, 0.12], [0.04, -0.07, 0.04], [0.00, -0.16, 0.09], [0.02, -0.09, -0.03], [-0.02, -0.06, -0.05], [-0.04, 0.02, -0.01], [-0.04, -0.01, 0.12], [-0.07, -0.02, 0.02], [-0.11, 0.01, -0.07], [-0.16, -0.04, 0.05], [0.00, 0.03, 0.11], [0.05, -0.07, 0.12], [-0.20, -0.12, -0.46], [-0.04, 0.22, 0.48], [0.31, -0.17, -0.01], [0.57, 0.10, -0.54], [0.03, -0.01, 0.07], [0.22, -0.20, 0.10], [-0.03, 0.01, 0.04], [-0.09, -0.03, -0.04], [-0.12, 0.08, -0.03], [-0.15, -0.04, 0.05], [0.44, -0.77, -0.09], [-0.39, 1.30, 0.08], [-0.08, -0.30, 0.17], [-0.90, 0.90, -0.05], [0.07, -0.35, 0.85], [1.12, -0.52, -0.57], [0.03, -0.03, -0.02], [0.02, 0.01, 0.02], [-0.02, 0.04, 0.07], [-0.04, -0.01, -0.01], [0.02, 0.16, -0.02], [-0.01, -0.12, 0.18], [0.06, 0.02, 0.00], [-0.04, -0.03, -0.08], [0.02, -0.02, 0.01], [0.31, -0.55, 0.45], [-0.02, 0.04, 0.04], [0.52, 0.70, 0.10], [-0.06, -0.26, -0.75], [-0.78, -0.25, -0.10], [-0.87, 0.56, -0.61], [0.79, 0.32, 0.32], [0.01, 0.20, -0.31], [0.34, -0.59, 0.38], [-0.29, 0.02, -0.65], [-0.41, 0.26, 0.56], [-0.23, 0.05, 0.10], [-0.02, -0.14, -0.22], [0.19, 0.18, 0.02], [-0.18, 0.09, 0.02], [0.05, -0.14, 0.15], [0.04, -0.02, -0.16], [-0.23, 0.03, 0.01], [0.10, 0.16, -0.07], [0.08, -0.17, 0.05], [0.10, -0.03, 0.08], [0.10, 0.07, -0.07], [-0.21, 0.00, 0.16], [0.08, -0.14, -0.13], [-0.17, 0.03, 0.22], [-0.07, -0.11, -0.25], [0.22, 0.20, -0.03], [-0.15, 0.11, 0.11], [0.20, 0.06, -0.07], [0.12, -0.03, 0.07], [-0.14, -0.01, -0.24], [0.06, -0.22, 0.07], [0.16, 0.19, 0.02]], "lowdin_charge": [0.581, -0.265, 0.611, -0.525, -0.244, -0.286, -0.012, -0.054, -0.037, -0.149, 0.010, -0.036, -0.146, -0.004, -0.154, -0.289, -0.088, -0.062, -0.066, -0.059, -0.052, 0.099, 0.113, 0.113, 0.124, 0.109, 0.071, 0.100, 0.110, 0.108, 0.110, 0.122, 0.171, -0.661, 0.182, -0.206, 0.109, 0.054, 0.105, 0.117, 0.014, -0.255, 0.043, -0.267, 0.105, -0.747, 0.640, 0.130, -0.005, 0.097, 0.095, 0.107, 0.133, 0.146, 0.094, 0.104, 0.069, -0.181, 0.520, -0.161, -0.172, -0.500, 1.480, -0.529, 0.478, -0.165, -0.187, -0.153, 0.027, 0.008, 0.020, 0.038, 0.021, 0.018, 0.026, 0.028, 0.029, 0.007, -0.009, 0.000, -0.045, 0.026, -0.002, 0.028, 0.026, 0.034, 0.004, 0.006, 0.015, 0.035]}